{
  "formula": "C10H40O10",
  "method": "ωB97M-V with the def2-TZVPD basis set",
  "total_charge": 0,
  "multiplicity": 1,
  "e_above_lowest_kj_mol": 388.30,
  "lumo_energy_ha": 0.0135,
  "homo_ev": -9.62,
  "species": ["O", "O", "O", "O", "O", "O", "O", "O", "O", "O", "C", "C", "C", "C", "C", "C", "C", "C", "C", "C", "H", "H", "H", "H", "H", "H", "H", "H", "H", "H", "H", "H", "H", "H", "H", "H", "H", "H", "H", "H", "H", "H", "H", "H", "H", "H", "H", "H", "H", "H", "H", "H", "H", "H", "H", "H", "H", "H", "H", "H"],
  "positions_angstrom": [[-1.078, -3.600, -0.348], [-1.192, 0.797, -3.197], [-3.574, -3.612, -4.531], [0.501, 0.456, 3.151], [3.473, 0.321, 2.693], [0.455, 3.511, -0.543], [-1.045, -1.957, 3.371], [0.147, 2.742, 1.947], [2.376, 2.518, -1.963], [-0.767, -0.854, -0.938], [-0.614, 3.841, -1.302], [-3.440, -3.746, -3.127], [0.385, 0.709, 4.526], [2.361, 3.184, -3.204], [-0.247, 3.691, 2.858], [3.483, -0.034, 1.293], [-0.216, -3.056, 3.287], [-2.000, -4.490, 0.191], [0.328, -0.333, -0.177], [-0.142, 0.577, -4.109], [-0.010, 0.090, 0.769], [0.480, -3.134, 4.122], [0.597, 4.265, 3.241], [-0.178, -3.911, -0.222], [-0.370, 1.181, -4.987], [2.803, 1.663, -2.059], [-0.067, -0.473, -4.394], [-0.825, -3.959, 3.239], [-0.906, 4.457, 2.448], [0.379, -3.004, 2.375], [3.058, 2.738, -3.913], [-3.017, -4.137, 0.014], [-0.481, -1.181, 3.409], [2.696, 0.416, 0.687], [-0.542, 1.241, 4.738], [-0.803, -1.803, -0.800], [-2.713, -3.039, -2.726], [0.784, 0.470, -0.756], [-3.081, -4.725, -2.812], [0.268, 3.199, 1.111], [1.217, 1.316, 4.884], [1.181, 3.179, -1.076], [-1.854, -4.493, 1.271], [2.732, 4.203, -3.095], [0.553, 1.310, 2.716], [2.566, 0.380, 3.004], [1.386, 3.058, -3.674], [-4.437, -3.653, -2.695], [-0.712, 3.029, -2.021], [0.849, 0.656, -3.663], [-1.934, -5.491, -0.235], [0.508, -0.217, 5.088], [-0.820, 3.230, 3.662], [3.169, -1.077, 1.246], [-4.164, -4.334, -4.760], [-1.509, 3.896, -0.682], [-0.517, 4.799, -1.812], [1.101, -1.084, -0.012], [-1.066, 0.319, -2.374], [4.484, -0.046, 0.863]]
}

---

{
  "formula": "C10H40O10",
  "method": "ωB97M-V with the def2-TZVPD basis set",
  "total_charge": 0,
  "multiplicity": 1,
  "e_above_lowest_kj_mol": 311.99,
  "lumo_energy_ha": 0.0234,
  "homo_ev": -9.66,
  "species": ["O", "O", "O", "O", "O", "O", "O", "O", "O", "O", "C", "C", "C", "C", "C", "C", "C", "C", "C", "C", "H", "H", "H", "H", "H", "H", "H", "H", "H", "H", "H", "H", "H", "H", "H", "H", "H", "H", "H", "H", "H", "H", "H", "H", "H", "H", "H", "H", "H", "H", "H", "H", "H", "H", "H", "H", "H", "H", "H", "H"],
  "positions_angstrom": [[-1.699, -2.315, 0.404], [0.936, -0.891, 1.604], [0.957, -0.284, -3.567], [1.305, 3.378, 0.516], [-1.463, 1.152, -3.456], [-0.194, -3.250, 2.363], [1.440, -1.562, -1.273], [3.600, 1.759, 0.127], [-2.016, -0.072, -1.019], [-3.299, 3.622, 2.383], [-1.489, 0.820, -0.016], [2.116, -0.547, 2.200], [-3.097, -2.423, 0.671], [1.101, -2.969, -1.360], [-0.716, -4.329, 3.152], [3.673, 1.570, -1.280], [0.892, 3.016, 1.914], [-0.916, 2.442, -3.556], [-3.290, 2.265, 2.918], [2.207, -0.613, -4.188], [-3.664, -2.000, -0.127], [-0.767, -3.911, 4.184], [-0.156, -5.250, 3.146], [-0.725, -3.144, 1.526], [2.685, -1.432, 2.534], [-3.349, -1.848, 1.585], [0.134, 2.402, -3.842], [0.985, -0.672, -2.660], [2.865, -0.946, -3.409], [-1.691, -1.636, -0.320], [0.849, -3.151, -2.403], [1.449, 3.644, 2.627], [-0.795, 0.555, -3.806], [2.737, 2.189, 0.351], [0.450, -1.584, 2.090], [-4.280, 1.864, 3.161], [1.228, -1.318, -0.346], [-3.888, 4.074, 3.026], [-3.378, -3.491, 0.775], [1.975, -3.527, -1.005], [4.652, 1.097, -1.560], [1.324, 4.343, 0.497], [-1.936, 0.412, -1.871], [-0.924, 2.854, -2.585], [2.873, 0.911, -1.642], [-1.573, 0.331, 0.961], [0.176, -3.325, -0.809], [3.658, 2.526, -1.836], [-0.175, 3.269, 2.021], [-2.879, 1.641, 2.096], [-1.449, 2.988, -4.342], [2.580, 0.297, -4.646], [-1.710, -4.572, 2.818], [-2.626, 2.175, 3.776], [1.116, 1.968, 2.113], [1.875, 0.079, 3.069], [2.665, 0.087, 1.506], [-2.100, 1.743, -0.016], [-0.421, 1.037, -0.283], [2.160, -1.446, -4.889]]
}

---

{
  "formula": "C10H5AgCl5O5",
  "method": "ωB97M-V with the def2-TZVPD basis set",
  "total_charge": -1,
  "multiplicity": 1,
  "e_above_lowest_kj_mol": 31.60,
  "lumo_energy_ha": 0.0905,
  "homo_ev": -5.89,
  "species": ["Ag", "Cl", "Cl", "Cl", "Cl", "Cl", "O", "O", "O", "O", "O", "C", "C", "C", "C", "C", "C", "C", "C", "C", "C", "H", "H", "H", "H", "H"],
  "positions_angstrom": [[1.044, -0.281, 0.954], [3.824, 3.909, -2.155], [1.807, 6.055, -1.040], [-0.722, 5.106, 0.290], [-1.388, 2.076, 0.625], [3.518, 0.913, -1.361], [-2.650, -2.584, -2.236], [-0.377, -2.460, 0.477], [1.068, -1.648, 2.810], [-0.334, -2.992, 4.068], [-1.110, -4.130, -1.457], [0.146, 2.511, -0.121], [0.355, 3.882, -0.237], [-1.295, -1.984, -0.461], [2.468, 3.396, -1.297], [1.525, 4.338, -0.837], [-0.965, -2.663, 1.792], [-1.653, -3.083, -1.420], [-0.020, -2.428, 3.003], [2.291, 2.025, -0.967], [1.212, 1.570, -0.260], [-2.768, -3.163, -2.981], [-1.836, -1.954, 2.030], [-2.153, -1.458, -0.106], [-1.294, -3.709, 1.893], [-0.694, -1.243, -1.007]]
}

---

{
  "formula": "C10H5CeCl2NO3Y",
  "method": "ωB97M-V with the def2-TZVPD basis set",
  "total_charge": 4,
  "multiplicity": 2,
  "e_above_lowest_kj_mol": 260.96,
  "lumo_energy_ha": [-0.6186, -0.6196],
  "homo_ev": [-19.37, -19.37],
  "species": ["Ce", "Y", "Cl", "Cl", "O", "O", "O", "N", "C", "C", "C", "C", "C", "C", "C", "C", "C", "C", "H", "H", "H", "H", "H"],
  "positions_angstrom": [[0.862, 1.858, -6.262], [1.205, -1.007, -1.955], [-1.183, 1.575, -4.645], [3.301, 0.075, -2.274], [2.327, -1.212, -5.955], [-0.712, -0.856, -7.566], [1.848, -3.597, -0.137], [0.200, -0.094, -0.094], [-1.607, -0.535, 4.290], [-0.280, 1.536, 2.939], [-0.160, 0.113, 0.995], [-0.671, 1.698, 4.258], [1.539, -2.690, -0.766], [2.061, -0.080, -6.095], [-1.227, -0.730, 2.975], [-1.339, 0.675, 4.941], [-0.202, 0.188, -7.389], [-0.569, 0.315, 2.309], [-1.427, -1.674, 2.460], [-0.447, 2.629, 4.772], [-1.654, 0.817, 5.975], [0.242, 2.333, 2.403], [-2.107, -1.338, 4.822]]
}

---

{
  "formula": "C10H6AuN6S4",
  "method": "ωB97M-V with the def2-TZVPD basis set",
  "total_charge": 1,
  "multiplicity": 3,
  "e_above_lowest_kj_mol": 137.77,
  "lumo_energy_ha": [-0.1767, -0.2752],
  "homo_ev": [-10.76, -10.57],
  "species": ["Au", "S", "S", "S", "S", "N", "N", "N", "N", "N", "N", "C", "C", "C", "C", "C", "C", "C", "C", "C", "C", "H", "H", "H", "H", "H", "H"],
  "positions_angstrom": [[0.403, 0.845, 0.095], [-0.029, 1.728, -2.022], [2.967, -1.443, 3.234], [-1.179, -4.014, -1.098], [-1.799, 1.910, 0.867], [-1.538, 4.549, -3.719], [1.608, -0.392, 1.259], [-3.201, 5.211, -0.230], [-2.045, -1.552, -2.128], [3.074, 1.126, 2.280], [-0.173, -1.619, -0.755], [-0.016, -3.763, 0.145], [1.971, -2.451, 2.214], [-1.205, 2.936, -1.712], [-1.125, -2.212, -1.374], [1.358, -1.813, 1.135], [-2.672, 4.171, -0.257], [-1.978, 2.967, -0.495], [-1.451, 3.888, -2.752], [2.533, -0.122, 2.233], [0.456, -2.431, 0.196], [2.781, 1.824, 1.559], [-2.960, -1.977, -2.374], [3.871, 1.369, 2.873], [2.005, -3.569, 2.280], [-1.848, -0.610, -2.328], [0.191, -4.556, 0.873]]
}

---

{
  "formula": "C10H6BrClF6IrN2O8S2",
  "method": "ωB97M-V with the def2-TZVPD basis set",
  "total_charge": 1,
  "multiplicity": 1,
  "e_above_lowest_kj_mol": 198.26,
  "lumo_energy_ha": -0.2007,
  "homo_ev": -13.38,
  "species": ["Ir", "Br", "Cl", "S", "S", "F", "F", "F", "F", "F", "F", "O", "O", "O", "O", "O", "O", "O", "O", "N", "N", "C", "C", "C", "C", "C", "C", "C", "C", "C", "C", "H", "H", "H", "H", "H", "H"],
  "positions_angstrom": [[-0.231, 0.303, 0.365], [0.713, 3.730, 0.284], [-4.036, 2.167, -1.914], [0.316, -3.018, -0.265], [-1.911, -1.743, -0.637], [-3.681, -2.526, -2.369], [-4.382, -1.116, -0.878], [0.298, -2.316, 2.304], [-4.033, -3.185, -0.333], [-0.983, -4.000, 1.825], [1.168, -4.240, 1.872], [0.006, 1.026, 3.198], [-2.389, 1.340, 1.305], [0.789, -1.590, -0.258], [-1.324, 1.826, -0.532], [1.203, -3.972, -0.810], [-1.885, -1.353, 0.782], [5.446, 2.443, -0.921], [-1.472, -0.596, -1.449], [-1.128, -3.072, -0.893], [1.677, 1.075, 0.080], [4.002, 0.609, -0.341], [1.961, 2.399, -0.098], [-2.384, 1.902, 0.211], [-3.647, -2.188, -1.099], [-3.560, 2.696, -0.287], [-0.044, 0.781, 2.098], [3.210, 2.853, -0.444], [0.174, -3.428, 1.573], [2.732, 0.224, -0.021], [4.259, 1.954, -0.588], [-4.392, 2.558, 0.393], [2.531, -0.813, 0.156], [4.780, -0.140, -0.400], [-3.284, 3.748, -0.343], [6.118, 1.752, -0.985], [3.384, 3.910, -0.581]]
}